Density functional theory data (the ωB97M-V functional and the def2-TZVPD basis) for C45H55N7O3SZr as an isolated structure.

Each line ends with the Mulliken charge.
Geometry (Å):
Zr: 0.16778 -0.96437 -0.60976  -0.143
S: -2.71732 1.97290 5.33825  0.459
O: -3.68167 1.40284 4.40919  -0.517
O: -3.16861 4.07772 5.25107  -0.687
O: -1.36233 1.96607 4.81286  -0.305
N: 0.57826 -2.60557 -2.09515  1.651
N: -1.68426 -2.24924 -0.21268  1.174
N: -0.69930 0.99678 -0.08155  2.338
N: -3.12364 5.98829 3.98639  -0.612
N: -2.99890 1.36521 -2.10448  -0.190
N: -2.68443 3.81084 3.12274  -0.129
N: -0.79265 -0.43911 -2.93975  1.726
C: -3.86628 -3.04869 -0.70508  -0.995
C: -1.88427 3.22973 1.07185  1.198
C: -2.24792 1.92997 1.47518  -0.728
C: 2.77752 -3.05784 2.97750  -1.348
C: 0.16546 -1.05972 -3.89801  -1.619
C: 1.86429 -3.46151 1.80363  1.107
C: 1.51587 2.82835 1.74885  -1.249
C: 1.64554 -4.52342 -3.76124  -0.915
C: 3.37360 1.33200 2.61033  -1.590
C: -2.40376 5.68025 1.69268  -0.918
C: 0.58615 -4.08136 2.36350  -1.579
C: -3.15683 -2.93142 1.56911  -1.244
C: -1.65508 0.86569 0.87709  -1.383
C: -3.96261 2.19894 -1.70098  -0.525
C: -4.14548 -3.21137 0.64091  -0.894
C: 0.71308 -2.35955 -3.39965  0.087
C: -2.06211 3.15209 -3.38174  -0.809
C: -2.37212 4.32788 1.95522  -0.271
C: -0.41118 2.23426 -0.51699  -0.078
C: 1.40861 -4.81634 -2.41912  -1.353
C: 1.75617 0.21137 1.24136  2.621
C: -3.06645 4.00649 -2.96151  -0.611
C: -0.93451 0.96624 -3.43353  -2.162
C: 1.04935 1.15899 3.48188  -2.476
C: -3.00095 4.63317 4.13630  0.503
C: -2.06682 1.84287 -2.91742  0.773
C: 1.27210 -3.29124 -4.26126  -1.143
C: 2.62421 -4.52528 1.00086  -1.511
C: -2.35975 -2.49084 -2.60562  -1.761
C: -2.63147 -2.58624 -1.12797  0.708
C: 3.38327 0.53215 -0.95441  0.724
C: 2.40684 -1.61263 -0.00792  -1.412
C: 1.13196 -0.97686 1.71294  -1.891
C: 1.64659 -2.12027 1.05835  1.695
C: -1.00557 3.36146 0.00146  -1.156
C: 2.49374 -0.17906 0.07362  0.528
C: -1.95855 -2.45778 1.10069  -0.897
C: 2.80855 0.16568 -2.32648  -1.238
C: -4.03779 3.52373 -2.09601  -0.681
C: 1.88305 1.40818 2.21073  1.917
C: 4.81613 -0.00319 -0.83383  -1.586
C: -2.83206 6.45871 2.78965  -0.279
C: 3.43652 2.05360 -0.88676  -1.930
C: 0.86408 -3.83559 -1.63014  -0.549
C: -2.14404 -1.07965 -3.13380  -0.886
H: 2.30054 -2.32769 3.63281  0.267
H: 1.39611 0.29337 4.05077  0.409
H: 0.01825 1.47014 -3.26423  0.559
H: 2.99694 -2.21623 -0.68013  0.574
H: -3.25474 -2.85313 -3.10956  0.712
H: 5.27205 0.30950 0.10642  0.367
H: -3.30892 -3.05686 2.63213  0.605
H: 4.04157 1.66741 1.81530  0.277
H: 0.36038 2.31730 -1.27170  -0.604
H: -2.92447 7.53408 2.66879  0.436
H: 4.86462 -1.09160 -0.88528  0.288
H: -0.34129 -1.23370 -4.85204  0.807
H: 1.37767 -3.05464 -5.31228  0.610
H: 0.83743 -4.97898 2.93057  0.501
H: -1.16895 -2.21913 1.79467  0.914
H: 3.00939 -3.94396 3.57000  0.474
H: 3.28938 0.72817 -3.12954  0.610
H: 5.42466 0.39715 -1.64679  0.480
H: 1.74242 0.45674 -2.37284  -0.375
H: -0.10550 -4.38541 1.57330  0.221
H: -2.14400 6.12861 0.74405  0.442
H: 2.08572 -5.26603 -4.41475  0.494
H: 2.47069 2.51441 -1.09926  0.202
H: 0.55051 -1.01445 2.62125  1.358
H: 3.45179 -4.11259 0.42048  0.203
H: 3.71951 -2.63683 2.61859  0.357
H: -5.11762 -3.56433 0.96054  0.465
H: -1.28933 3.49882 -4.05859  0.481
H: 4.13396 2.40140 -1.65078  0.620
H: 1.67193 3.02923 0.69748  0.040
H: 0.47474 3.04703 1.98344  0.044
H: -1.57753 -3.19519 -2.88386  0.304
H: 3.05705 -5.23795 1.70318  0.493
H: 1.15425 2.02632 4.13366  0.541
H: 3.52598 1.98079 3.47376  0.524
H: 0.64383 -4.00915 -0.58948  0.863
H: -4.69854 1.78766 -1.01988  0.488
H: 2.89623 -0.89800 -2.55577  0.353
H: -0.02090 1.05580 3.28848  0.400
H: 0.97347 -0.35923 -4.10669  0.799
H: 3.66448 0.31890 2.89919  0.279
H: -0.68789 4.33456 -0.34962  0.444
H: -2.85737 -0.41517 -2.65151  0.284
H: 2.12359 3.53704 2.31306  0.613
H: 3.79194 2.42597 0.06869  0.308
H: -4.83716 4.15506 -1.73381  0.501
H: -3.08781 5.03409 -3.30142  0.470
H: -2.33935 -1.06428 -4.20996  0.741
H: -1.04936 0.89896 -4.52217  0.835
H: 1.63426 -5.78684 -2.00031  0.601
H: 0.06614 -3.40917 3.05135  0.341
H: -1.91447 -0.13026 1.20452  0.474
H: -2.92286 1.79551 2.31437  0.663
H: -4.61118 -3.28802 -1.45146  0.566
H: 1.98774 -5.10959 0.34141  0.322

Atomic forces in eV per Å
0.1 0.9 0.2
-0.2 0.2 -0.2
0.1 -0.1 0.1
-0.2 -0.1 0.8
0.0 -0.1 0.2
0.1 -0.3 -0.2
0.1 -0.2 0.3
-0.2 0.2 -0.4
0.1 -0.1 -0.5
0.0 0.4 0.3
0.0 0.3 -0.5
0.0 -0.2 0.2
-0.1 -0.1 0.0
-0.4 0.1 0.0
0.0 0.2 0.0
0.0 0.0 0.1
-0.1 0.0 0.1
-0.1 0.1 -0.2
0.1 -0.1 0.1
0.1 -0.1 0.0
0.1 0.1 0.1
0.0 0.2 0.1
0.0 0.0 0.0
0.0 0.0 0.0
0.2 0.1 -0.2
0.0 0.1 0.1
-0.1 -0.1 0.0
0.0 0.0 -0.2
-0.1 0.1 0.0
0.3 -0.3 -0.2
-0.2 -0.2 0.0
-0.1 0.0 -0.1
-0.1 0.1 -0.1
0.0 0.0 0.0
-0.1 -0.1 0.0
0.2 0.0 -0.1
0.0 -0.1 0.1
0.2 0.1 -0.2
-0.1 0.1 0.0
0.1 0.0 0.0
0.0 0.0 0.0
0.1 0.0 0.1
-0.1 -0.1 0.1
0.3 -0.1 -0.1
-0.2 -0.2 0.1
0.1 -0.5 0.3
-0.1 0.1 0.0
-0.1 -0.1 0.1
0.0 0.0 -0.1
-0.1 0.0 -0.1
0.0 0.0 0.0
-0.1 -0.2 -0.1
0.1 0.0 0.0
0.0 0.0 0.0
0.0 0.1 0.0
0.1 0.0 0.0
0.1 -0.1 -0.1
0.0 0.0 0.0
0.0 0.0 0.0
0.0 0.1 0.0
0.0 0.0 -0.1
0.0 0.0 0.0
0.0 0.0 0.0
0.0 0.0 0.0
0.0 -0.1 0.1
0.0 0.0 0.0
0.0 0.0 0.0
0.0 0.0 0.0
0.0 0.0 0.0
0.0 0.0 0.0
0.0 0.0 0.0
0.0 0.1 0.0
0.0 0.0 0.0
0.0 0.0 0.0
0.0 0.0 0.0
0.0 0.0 0.1
0.0 0.0 0.0
0.0 0.0 0.0
0.0 0.0 0.0
0.0 0.0 0.0
0.0 0.0 0.0
0.0 0.0 0.0
0.0 0.0 0.0
0.0 0.0 0.0
0.0 0.0 0.0
0.0 0.0 0.0
0.1 0.0 0.0
0.1 -0.1 0.1
0.0 0.0 0.0
0.0 0.0 0.0
-0.1 0.0 0.0
0.0 0.0 0.0
0.0 0.0 0.1
0.0 0.0 0.0
0.0 0.0 0.0
0.2 0.1 0.0
0.0 0.0 0.0
0.0 0.0 0.0
0.0 0.0 0.0
0.0 -0.2 -0.1
0.0 0.0 0.0
0.0 0.0 0.0
0.0 0.0 0.0
0.0 0.0 0.0
0.0 -0.1 0.0
0.0 0.1 0.0
0.0 0.0 0.0
0.0 0.0 0.0
0.1 0.0 0.0
0.0 0.0 0.0
0.0 0.0 0.0
0.0 0.0 0.0

* HOMO level: -11.41 eV
* charge: +2
* M: 865.27 Da
* E_LUMO: -7.189 eV